[1]
{
  "formula": "C56H60N6O27",
  "method": "wB97M-V/def2-TZVPD",
  "symbols": ["O", "N", "O", "C", "C", "C", "C", "C", "C", "H", "H", "H", "H", "H", "O", "N", "O", "C", "C", "C", "C", "C", "C", "H", "H", "H", "H", "H", "O", "N", "O", "C", "C", "C", "C", "C", "C", "H", "H", "H", "H", "H", "O", "N", "O", "C", "C", "C", "C", "C", "C", "H", "H", "H", "H", "H", "O", "N", "O", "C", "C", "C", "C", "C", "C", "H", "H", "H", "H", "H", "O", "N", "O", "C", "C", "C", "C", "C", "C", "H", "H", "H", "H", "H", "C", "C", "C", "O", "C", "O", "O", "H", "H", "H", "H", "H", "H", "C", "C", "C", "O", "C", "O", "O", "H", "H", "H", "H", "H", "H", "C", "C", "C", "O", "C", "O", "O", "H", "H", "H", "H", "H", "H", "C", "C", "C", "O", "C", "O", "O", "H", "H", "H", "H", "H", "H", "C", "C", "C", "O", "C", "O", "O", "H", "H", "H", "H", "H", "H"],
  "xyz": [[1.978, 3.257, 2.753], [2.975, 2.758, 3.315], [3.464, 3.190, 4.338], [3.566, 1.534, 2.715], [2.706, 0.598, 2.170], [3.176, -0.646, 1.825], [4.561, -0.886, 1.844], [5.433, 0.075, 2.321], [4.917, 1.321, 2.791], [1.677, 0.815, 1.961], [2.476, -1.422, 1.645], [4.989, -1.851, 1.679], [6.525, -0.070, 2.350], [5.583, 2.093, 3.176], [4.395, -0.610, -3.299], [3.905, 0.426, -2.850], [2.887, 0.440, -2.168], [4.530, 1.693, -3.108], [4.145, 2.776, -2.367], [4.902, 3.965, -2.525], [5.778, 4.132, -3.613], [6.133, 2.944, -4.378], [5.541, 1.732, -4.054], [3.409, 2.733, -1.585], [4.667, 4.763, -1.889], [6.193, 5.130, -3.872], [6.807, 3.083, -5.253], [5.877, 0.823, -4.539], [7.647, 5.046, 2.002], [7.248, 5.787, 1.138], [7.991, 6.474, 0.464], [5.804, 5.792, 0.797], [5.278, 6.910, 0.151], [3.908, 6.848, -0.137], [3.177, 5.678, 0.102], [3.771, 4.518, 0.633], [5.085, 4.570, 1.030], [5.935, 7.756, -0.111], [3.423, 7.680, -0.689], [2.153, 5.601, -0.217], [3.147, 3.661, 0.754], [5.500, 3.669, 1.518], [1.683, -5.497, 1.479], [2.340, -4.685, 0.838], [3.454, -4.259, 1.229], [1.771, -4.227, -0.457], [2.473, -3.310, -1.226], [1.949, -2.945, -2.481], [0.773, -3.437, -2.915], [0.029, -4.305, -2.057], [0.580, -4.810, -0.884], [3.379, -2.931, -0.814], [2.496, -2.219, -3.075], [0.307, -3.111, -3.808], [-0.873, -4.750, -2.473], [0.185, -5.550, -0.253], [0.848, 4.624, -10.271], [0.254, 4.490, -9.223], [-0.823, 4.990, -9.013], [0.873, 3.716, -8.140], [2.182, 3.259, -8.285], [2.768, 2.428, -7.326], [1.931, 2.044, -6.264], [0.674, 2.579, -6.115], [0.085, 3.419, -7.052], [2.612, 3.562, -9.223], [3.759, 1.980, -7.460], [2.325, 1.355, -5.490], [0.069, 2.375, -5.246], [-0.932, 3.768, -6.926], [-3.530, -1.343, 7.041], [-2.694, -1.849, 6.256], [-2.665, -3.051, 6.056], [-1.838, -0.955, 5.592], [-0.635, -1.450, 5.028], [0.204, -0.508, 4.445], [-0.217, 0.784, 4.239], [-1.461, 1.250, 4.765], [-2.283, 0.378, 5.503], [-0.298, -2.459, 5.179], [1.229, -0.754, 4.195], [0.404, 1.467, 3.646], [-1.799, 2.252, 4.581], [-3.154, 0.690, 6.034], [-4.115, -5.765, -1.945], [-4.109, -4.277, -1.768], [-3.407, -3.737, -0.466], [-2.550, -2.733, -0.939], [-2.581, -2.713, -2.252], [-1.893, -1.969, -2.918], [-3.350, -3.668, -2.793], [-3.090, -6.045, -2.119], [-4.752, -6.042, -2.805], [-4.517, -6.218, -1.046], [-5.150, -3.902, -1.828], [-2.836, -4.550, 0.058], [-4.146, -3.389, 0.248], [-0.514, -5.567, 4.835], [-0.619, -5.124, 3.407], [-1.979, -4.710, 2.800], [-1.660, -3.662, 1.872], [-0.445, -3.207, 2.220], [0.036, -2.285, 1.622], [0.118, -3.867, 3.200], [0.561, -5.660, 5.087], [-1.002, -6.553, 4.992], [-0.866, -4.896, 5.638], [-0.087, -5.906, 2.850], [-2.582, -4.298, 3.602], [-2.459, -5.532, 2.241], [-5.748, -0.364, -0.120], [-5.896, 1.015, -0.725], [-4.709, 1.422, -1.679], [-5.349, 1.913, -2.832], [-6.652, 1.694, -2.779], [-7.450, 1.929, -3.654], [-7.037, 1.189, -1.589], [-6.527, -0.405, 0.646], [-4.783, -0.479, 0.298], [-6.066, -1.075, -0.954], [-6.065, 1.769, 0.027], [-4.206, 0.525, -1.836], [-4.098, 2.228, -1.314], [-1.183, 0.489, 0.250], [0.062, 0.308, -0.586], [-0.297, 0.594, -2.087], [0.112, 1.999, -2.246], [0.872, 2.407, -1.194], [1.270, 3.503, -1.050], [0.949, 1.391, -0.310], [-1.802, 1.333, -0.029], [-0.930, 0.614, 1.318], [-1.792, -0.401, 0.160], [0.467, -0.667, -0.362], [-1.338, 0.421, -2.360], [0.271, -0.034, -2.812], [-6.228, -2.738, 4.821], [-6.189, -1.388, 4.151], [-6.134, -0.153, 5.036], [-5.472, 0.833, 4.217], [-4.689, 0.114, 3.414], [-3.887, 0.602, 2.652], [-4.941, -1.213, 3.546], [-5.421, -2.941, 5.542], [-6.118, -3.566, 4.107], [-7.173, -2.893, 5.370], [-7.014, -1.316, 3.449], [-5.492, -0.488, 5.862], [-7.021, 0.317, 5.414]],
  "lowdin_charge": [0.0377, -0.3218, 0.1013, -0.1598, -0.0258, -0.0394, -0.0560, -0.0455, -0.0087, 0.0933, 0.0817, 0.0956, 0.1168, 0.1200, 0.0657, -0.3117, 0.0767, -0.1778, 0.0395, -0.0286, -0.0230, -0.0498, -0.0226, 0.0921, 0.0630, 0.1165, 0.1143, 0.1180, 0.0778, -0.3688, 0.0663, -0.1249, -0.0098, -0.0655, -0.0590, -0.0960, 0.0133, 0.1280, 0.1185, 0.0960, 0.0751, 0.1057, 0.0483, -0.2867, 0.0579, -0.1432, 0.0302, -0.0575, -0.0511, -0.0387, 0.0058, 0.1090, 0.0913, 0.1029, 0.1036, 0.1001, 0.0741, -0.3638, 0.0816, -0.1537, -0.0024, -0.0474, -0.0731, -0.0690, 0.0090, 0.1108, 0.1104, 0.1087, 0.1018, 0.1253, 0.0338, -0.3309, 0.0649, -0.1547, 0.0341, -0.0607, -0.0419, -0.0143, 0.0137, 0.1052, 0.1108, 0.0889, 0.1109, 0.1119, -0.0181, -0.3182, -0.0835, 0.0790, -0.5922, 0.1264, 0.0954, 0.0811, 0.1018, 0.0893, 0.1553, 0.1242, 0.1303, -0.0262, -0.2764, -0.0568, 0.0397, -0.6114, 0.1416, 0.0755, 0.1023, 0.1036, 0.0732, 0.1329, 0.1240, 0.1390, -0.0135, -0.2875, -0.0663, 0.0923, -0.5734, 0.1418, 0.0804, 0.0825, 0.0584, 0.1198, 0.1461, 0.0982, 0.1345, -0.0165, -0.2758, -0.0587, 0.0471, -0.5794, 0.1599, 0.0409, 0.0851, 0.0846, 0.0719, 0.1338, 0.1060, 0.1205, -0.0137, -0.3445, -0.0673, 0.0860, -0.5770, 0.1337, 0.0712, 0.0768, 0.0893, 0.0987, 0.1516, 0.1193, 0.1373],
  "e_tot_ha": -4529.43630,
  "e_lumo_ev": -1.184,
  "max_force_ev_per_a": 3.565,
  "homo_ev": -9.7,
  "homo_lumo_gap_ev": 8.5527
}



[2]
{
  "formula": "C41H44N8O5S4Ti",
  "method": "wB97M-V/def2-TZVPD",
  "symbols": ["Ti", "C", "C", "S", "C", "C", "S", "C", "C", "S", "H", "H", "H", "H", "H", "H", "H", "H", "H", "H", "H", "H", "C", "O", "C", "C", "C", "C", "C", "C", "N", "C", "N", "C", "C", "C", "C", "C", "C", "O", "C", "N", "C", "C", "C", "C", "C", "C", "O", "C", "H", "H", "H", "H", "H", "H", "H", "H", "H", "H", "H", "H", "H", "H", "H", "H", "H", "H", "H", "H", "H", "H", "N", "C", "N", "C", "N", "C", "C", "N", "C", "C", "N", "H", "H", "H", "H", "H", "O", "C", "O", "C", "C", "C", "C", "S", "C", "C", "H", "H", "H", "H", "H"],
  "xyz": [[0.523, -0.527, 0.363], [4.011, -2.990, 2.569], [3.794, -4.398, 2.048], [2.747, -4.451, 0.594], [1.523, -5.681, 1.070], [0.657, -5.323, 2.264], [-0.169, -3.731, 2.118], [0.166, -2.957, 3.704], [1.629, -2.773, 4.050], [2.572, -1.938, 2.762], [4.627, -2.422, 1.856], [4.534, -3.037, 3.525], [3.321, -5.031, 2.798], [4.756, -4.836, 1.809], [2.037, -6.613, 1.268], [0.929, -5.779, 0.162], [1.247, -5.286, 3.181], [-0.087, -6.101, 2.398], [-0.321, -3.533, 4.488], [-0.328, -1.978, 3.620], [2.118, -3.717, 4.267], [1.700, -2.151, 4.944], [-2.661, 4.346, -5.195], [-1.912, 3.420, -4.443], [-1.155, 3.902, -3.422], [-1.083, 5.235, -3.047], [-0.250, 5.619, -2.004], [0.537, 4.691, -1.347], [0.509, 3.360, -1.750], [-0.342, 2.963, -2.778], [-0.423, 1.620, -3.246], [0.065, 0.643, -2.421], [1.023, -0.194, -2.953], [2.178, -0.591, -2.212], [2.225, -0.612, -0.811], [3.472, -0.775, -0.196], [4.615, -1.031, -0.938], [4.528, -1.081, -2.323], [3.319, -0.855, -2.969], [3.134, -0.854, -4.320], [4.292, -1.029, -5.119], [-0.381, 0.555, -1.195], [-1.604, 1.229, -0.910], [-1.688, 2.215, 0.059], [-2.904, 2.834, 0.328], [-4.008, 2.468, -0.410], [-3.958, 1.450, -1.346], [-2.755, 0.803, -1.586], [-2.566, -0.239, -2.439], [-3.673, -0.655, -3.215], [-3.152, 3.777, -5.978], [-2.000, 5.096, -5.652], [-3.412, 4.847, -4.582], [-1.683, 5.991, -3.542], [-0.209, 6.678, -1.727], [1.224, 4.990, -0.566], [1.152, 2.638, -1.281], [-0.345, 1.534, -4.249], [1.326, 0.125, -3.859], [3.548, -0.671, 0.876], [5.578, -1.173, -0.474], [5.427, -1.275, -2.885], [3.944, -1.057, -6.139], [4.806, -1.964, -4.884], [4.973, -0.186, -4.986], [-0.792, 2.523, 0.572], [-2.970, 3.618, 1.081], [-4.965, 2.959, -0.254], [-4.861, 1.163, -1.874], [-3.320, -1.457, -3.842], [-4.011, 0.163, -3.856], [-4.493, -1.020, -2.588], [-0.395, -3.953, -2.153], [0.601, -3.216, -1.623], [0.085, -2.383, -0.738], [-1.280, -2.662, -0.798], [-1.586, -3.599, -1.653], [-2.185, -1.951, 0.092], [-3.572, -2.047, 0.116], [-4.258, -1.297, 0.956], [-3.661, -0.434, 1.779], [-2.298, -0.326, 1.761], [-1.567, -1.115, 0.945], [-0.357, -4.672, -2.852], [1.635, -3.288, -1.915], [-4.124, -2.721, -0.540], [-4.305, 0.146, 2.438], [-1.764, 0.362, 2.402], [-1.576, 3.536, 7.349], [-1.600, 4.007, 6.092], [-2.156, 5.038, 5.835], [-0.898, 3.204, 5.047], [-0.465, 3.887, 3.912], [0.202, 3.212, 2.911], [0.425, 1.846, 3.019], [1.380, 1.074, 1.778], [-0.013, 1.150, 4.141], [-0.664, 1.836, 5.153], [-0.959, 2.802, 7.467], [-0.674, 4.953, 3.830], [0.559, 3.745, 2.028], [0.198, 0.101, 4.232], [-1.015, 1.284, 6.026]],
  "lowdin_charge": [0.6963, -0.5184, -0.5123, 0.8550, -0.5300, -0.5053, 0.8867, -0.5255, -0.5071, 0.8367, 0.0662, 0.0886, 0.0685, 0.0782, 0.0808, 0.0613, 0.0629, 0.0798, 0.0871, 0.0500, 0.0688, 0.0803, -0.0720, -0.0819, -0.2203, -0.0113, -0.0728, -0.0758, -0.0205, -0.1560, 0.1578, -0.3324, 0.1794, -0.2053, -0.2177, -0.1622, -0.0699, -0.0142, -0.2376, -0.0953, -0.0619, 0.0454, -0.2225, -0.0407, -0.0591, -0.0747, -0.0061, -0.2362, -0.0964, -0.0547, 0.0943, 0.1038, 0.0985, 0.1107, 0.1160, 0.1072, 0.1107, 0.1611, 0.1358, 0.0201, 0.1071, 0.1052, 0.0922, 0.0965, 0.1041, 0.0719, 0.1163, 0.1144, 0.1157, 0.0916, 0.1031, 0.0936, 0.0669, -0.1257, 0.0377, -0.3211, 0.1624, -0.2176, -0.0489, 0.1205, -0.0722, -0.0708, 0.0333, 0.1670, 0.1310, 0.1328, 0.1283, 0.1020, 0.1268, -0.4901, 0.1304, -0.1362, 0.0064, -0.1096, -0.6498, 0.6752, -0.1116, -0.0177, 0.1061, 0.1323, 0.1050, 0.0827, 0.1216],
  "e_tot_ha": -4845.10421,
  "e_lumo_ev": [-2.896, -3.013],
  "charge": 1,
  "max_force_ev_per_a": 1.513,
  "homo_ev": [-10.1, -10.3],
  "multiplicity": 2,
  "homo_lumo_gap_ev": [7.2298, 7.3012]
}



[3]
{
  "formula": "C22H28AsN3OV",
  "method": "wB97M-V/def2-TZVPD",
  "symbols": ["V", "N", "C", "C", "N", "C", "C", "N", "H", "H", "H", "H", "H", "H", "H", "H", "H", "H", "H", "H", "H", "O", "As", "C", "C", "C", "C", "C", "C", "C", "C", "C", "C", "C", "C", "C", "C", "C", "C", "C", "C", "H", "H", "H", "H", "H", "H", "H", "H", "H", "H", "H", "H", "H", "H", "H"],
  "xyz": [[-2.784, -1.927, -4.259], [-3.698, -0.478, -5.471], [-3.691, -1.152, -6.816], [-2.269, -1.570, -7.138], [-1.658, -2.310, -5.973], [-1.540, -3.802, -6.132], [-2.827, -4.480, -5.710], [-3.181, -4.000, -4.325], [-4.650, -0.195, -5.231], [-3.169, 0.396, -5.517], [-4.098, -0.495, -7.584], [-4.361, -2.013, -6.753], [-1.652, -0.692, -7.330], [-2.243, -2.189, -8.034], [-0.712, -1.954, -5.853], [-0.718, -4.126, -5.492], [-1.278, -4.054, -7.159], [-2.713, -5.563, -5.721], [-3.657, -4.233, -6.373], [-2.599, -4.490, -3.641], [-4.134, -4.295, -4.100], [-1.780, -1.449, -3.211], [1.612, 1.473, 3.391], [2.720, 2.568, 2.425], [4.002, 2.111, 2.036], [4.849, 2.976, 1.384], [4.428, 4.277, 1.098], [3.141, 4.713, 1.423], [2.276, 3.865, 2.073], [2.255, -0.134, 4.061], [1.379, -1.197, 4.347], [1.871, -2.306, 4.999], [3.208, -2.349, 5.397], [4.067, -1.286, 5.137], [3.609, -0.177, 4.455], [0.010, 2.157, 4.046], [0.050, 3.474, 4.546], [-1.048, 3.956, 5.233], [-2.174, 3.158, 5.397], [-2.211, 1.858, 4.890], [-1.119, 1.341, 4.228], [4.315, 1.094, 2.227], [5.836, 2.648, 1.089], [5.106, 4.954, 0.594], [2.825, 5.712, 1.159], [1.270, 4.191, 2.297], [0.339, -1.167, 4.057], [1.215, -3.137, 5.218], [3.579, -3.216, 5.928], [5.094, -1.318, 5.476], [4.274, 0.660, 4.296], [0.934, 4.089, 4.459], [-1.020, 4.953, 5.651], [-3.030, 3.546, 5.934], [-3.094, 1.249, 5.029], [-1.156, 0.332, 3.843]],
  "lowdin_charge": [1.0809, -0.0188, -0.1654, -0.1215, -0.1163, -0.1315, -0.1556, -0.0163, 0.1412, 0.1390, 0.1523, 0.1252, 0.1475, 0.1493, 0.1487, 0.1455, 0.1497, 0.1505, 0.1286, 0.1356, 0.1391, -0.2077, 1.6627, -0.3551, -0.0661, -0.0104, 0.0349, -0.0111, -0.0662, -0.3489, -0.0725, -0.0179, 0.0202, -0.0126, -0.0756, -0.3522, -0.0804, -0.0143, 0.0143, -0.0209, -0.0797, 0.1071, 0.1360, 0.1406, 0.1356, 0.1077, 0.0963, 0.1325, 0.1387, 0.1365, 0.1072, 0.1101, 0.1360, 0.1376, 0.1313, 0.0987],
  "e_tot_ha": -4272.96879,
  "e_lumo_ev": -12.641,
  "charge": 4,
  "max_force_ev_per_a": 0.391,
  "homo_ev": -19.0,
  "multiplicity": 2,
  "homo_lumo_gap_ev": 6.3850
}